# 1
{
  "formula": "C30H90O40P10",
  "method": "wB97M-V/def2-TZVPD",
  "species": ["C", "O", "P", "O", "O", "C", "O", "C", "H", "H", "H", "H", "H", "H", "H", "H", "H", "C", "O", "P", "O", "O", "C", "O", "C", "H", "H", "H", "H", "H", "H", "H", "H", "H", "C", "O", "P", "O", "O", "C", "O", "C", "H", "H", "H", "H", "H", "H", "H", "H", "H", "C", "O", "P", "O", "O", "C", "O", "C", "H", "H", "H", "H", "H", "H", "H", "H", "H", "C", "O", "P", "O", "O", "C", "O", "C", "H", "H", "H", "H", "H", "H", "H", "H", "H", "C", "O", "P", "O", "O", "C", "O", "C", "H", "H", "H", "H", "H", "H", "H", "H", "H", "C", "O", "P", "O", "O", "C", "O", "C", "H", "H", "H", "H", "H", "H", "H", "H", "H", "C", "O", "P", "O", "O", "C", "O", "C", "H", "H", "H", "H", "H", "H", "H", "H", "H", "C", "O", "P", "O", "O", "C", "O", "C", "H", "H", "H", "H", "H", "H", "H", "H", "H", "C", "O", "P", "O", "O", "C", "O", "C", "H", "H", "H", "H", "H", "H", "H", "H", "H"],
  "positions_angstrom": [[-7.52, 0.22, 10.62], [-7.51, 1.43, 9.90], [-6.11, 2.02, 9.28], [-4.83, 1.75, 9.98], [-6.12, 1.37, 7.80], [-5.06, 1.66, 6.95], [-6.42, 3.56, 9.00], [-7.71, 4.02, 8.63], [-6.63, -0.37, 10.38], [-8.43, -0.38, 10.52], [-7.62, 0.49, 11.67], [-5.53, 2.28, 6.19], [-4.63, 0.72, 6.61], [-4.20, 2.10, 7.45], [-8.19, 4.54, 9.47], [-8.33, 3.21, 8.24], [-7.52, 4.73, 7.83], [2.08, -5.97, -9.89], [3.00, -6.19, -8.84], [2.45, -6.87, -7.48], [1.13, -6.30, -7.01], [3.70, -6.78, -6.46], [3.84, -5.71, -5.53], [2.46, -8.41, -7.92], [1.31, -9.11, -8.23], [2.04, -4.94, -10.26], [1.07, -6.31, -9.69], [2.42, -6.41, -10.83], [2.98, -5.05, -5.48], [4.82, -5.35, -5.83], [4.03, -6.06, -4.52], [1.27, -10.07, -7.72], [1.17, -9.24, -9.30], [0.39, -8.57, -8.02], [5.05, 1.88, 3.10], [6.38, 1.49, 3.32], [6.70, -0.12, 3.25], [6.08, -0.90, 2.10], [6.17, -0.66, 4.73], [4.96, -1.38, 4.79], [8.32, -0.18, 3.42], [9.14, -0.26, 2.23], [4.41, 1.02, 3.22], [4.87, 2.38, 2.14], [4.76, 2.62, 3.84], [4.05, -0.84, 5.03], [5.07, -2.15, 5.55], [4.72, -1.96, 3.91], [9.53, 0.74, 2.08], [8.74, -0.73, 1.34], [10.04, -0.82, 2.49], [11.29, -3.13, -6.30], [10.31, -3.07, -5.32], [9.71, -1.59, -4.87], [9.30, -0.77, -6.01], [8.38, -2.01, -3.96], [8.53, -2.90, -2.90], [10.80, -0.98, -3.78], [10.76, 0.35, -3.37], [11.39, -2.26, -6.95], [11.01, -3.88, -7.04], [12.26, -3.35, -5.87], [8.49, -2.27, -2.01], [9.47, -3.45, -2.94], [7.78, -3.69, -2.95], [10.77, 0.95, -4.28], [11.65, 0.64, -2.81], [9.78, 0.48, -2.91], [-0.48, -0.63, 2.81], [0.52, -0.44, 1.82], [0.06, -0.35, 0.25], [-0.84, -1.45, -0.23], [-0.59, 1.12, 0.06], [-1.96, 1.42, 0.17], [1.45, -0.26, -0.50], [2.24, -1.44, -0.63], [-0.01, -0.44, 3.78], [-0.76, -1.68, 2.86], [-1.28, 0.09, 2.63], [-2.48, 0.50, -0.12], [-2.15, 2.21, -0.56], [-2.19, 1.75, 1.18], [2.09, -1.96, -1.58], [2.24, -2.19, 0.16], [3.27, -1.12, -0.72], [-0.02, 1.42, -5.00], [0.79, 0.23, -5.30], [0.53, -0.66, -6.65], [0.36, 0.14, -7.87], [1.82, -1.62, -6.67], [3.13, -1.05, -6.65], [-0.76, -1.61, -6.20], [-0.81, -2.30, -4.93], [0.50, 2.38, -4.91], [-0.50, 1.34, -4.02], [-0.85, 1.48, -5.70], [3.25, 0.00, -6.91], [3.68, -1.66, -7.36], [3.56, -1.30, -5.68], [-1.04, -3.32, -5.23], [-1.69, -2.09, -4.33], [0.08, -2.23, -4.30], [-8.45, 2.41, 2.71], [-7.33, 1.59, 2.68], [-7.40, 0.05, 2.53], [-8.39, -0.42, 1.50], [-5.87, -0.46, 2.39], [-5.63, -1.82, 2.15], [-7.76, -0.47, 4.01], [-9.01, -0.25, 4.57], [-8.45, 2.96, 3.65], [-9.41, 1.91, 2.55], [-8.32, 3.11, 1.89], [-5.04, -2.26, 2.96], [-4.97, -1.88, 1.29], [-6.55, -2.35, 1.88], [-9.81, -0.27, 3.82], [-9.16, 0.75, 4.98], [-9.30, -1.03, 5.27], [-7.59, 7.43, -0.83], [-6.32, 6.85, -0.66], [-4.98, 7.63, -0.27], [-4.84, 9.03, -0.78], [-4.85, 7.53, 1.35], [-4.97, 6.39, 2.06], [-3.75, 6.64, -0.70], [-3.43, 6.54, -2.07], [-7.98, 7.27, -1.84], [-7.55, 8.49, -0.58], [-8.37, 7.02, -0.20], [-5.06, 5.45, 1.50], [-5.77, 6.37, 2.79], [-4.04, 6.26, 2.63], [-2.67, 7.26, -2.38], [-4.24, 6.75, -2.77], [-2.97, 5.59, -2.34], [0.59, 6.28, 0.81], [0.98, 7.53, 1.29], [1.54, 8.69, 0.33], [1.19, 8.68, -1.10], [1.05, 10.04, 1.12], [-0.32, 10.35, 1.19], [3.12, 8.74, 0.70], [3.91, 7.55, 0.50], [-0.40, 5.96, 1.15], [1.29, 5.51, 1.15], [0.57, 6.21, -0.27], [-0.49, 11.43, 1.20], [-0.77, 9.94, 2.10], [-0.90, 9.94, 0.37], [4.12, 7.09, 1.47], [4.86, 7.87, 0.09], [3.38, 6.84, -0.14], [-1.90, -9.97, 1.93], [-2.02, -8.73, 2.61], [-2.19, -7.41, 1.71], [-3.52, -7.36, 1.01], [-0.88, -7.40, 0.75], [-0.86, -6.55, -0.36], [-1.97, -6.18, 2.81], [-0.74, -6.17, 3.57], [-1.68, -10.02, 0.86], [-2.81, -10.50, 2.22], [-1.05, -10.51, 2.36], [0.00, -5.89, -0.22], [-1.73, -5.92, -0.50], [-0.57, -7.12, -1.25], [-0.23, -7.12, 3.75], [-0.90, -5.81, 4.58], [-0.11, -5.45, 3.06]],
  "mulliken_charge": [-0.666, -0.284, 0.833, -0.682, -0.098, -0.665, -0.316, -0.606, 0.317, 0.270, 0.258, 0.196, 0.234, 0.379, 0.253, 0.304, 0.272, -0.711, -0.315, 1.087, -0.647, -0.346, -0.616, -0.339, -0.717, 0.286, 0.309, 0.297, 0.294, 0.260, 0.260, 0.267, 0.305, 0.332, -0.537, -0.343, 1.086, -0.616, -0.322, -0.776, -0.358, -0.669, 0.208, 0.246, 0.269, 0.307, 0.313, 0.348, 0.299, 0.288, 0.259, -0.749, -0.287, 1.039, -0.679, -0.268, -0.589, -0.293, -0.650, 0.336, 0.266, 0.277, 0.200, 0.314, 0.242, 0.315, 0.239, 0.288, -0.535, -0.119, 0.873, -0.687, -0.185, -0.693, -0.326, -0.649, 0.229, 0.239, 0.188, 0.349, 0.235, 0.257, 0.197, 0.300, 0.321, -0.666, -0.290, 0.781, -0.694, 0.005, -0.670, -0.368, -0.598, 0.291, 0.186, 0.329, 0.331, 0.251, 0.259, 0.309, 0.287, 0.250, -0.715, -0.126, 0.739, -0.691, -0.157, -0.696, -0.213, -0.819, 0.267, 0.366, 0.230, 0.262, 0.236, 0.354, 0.381, 0.284, 0.301, -0.694, -0.290, 0.872, -0.697, -0.339, -0.760, -0.007, -0.692, 0.267, 0.327, 0.247, 0.325, 0.288, 0.328, 0.305, 0.277, 0.240, -0.704, -0.276, 1.070, -0.669, -0.357, -0.650, -0.382, -0.581, 0.256, 0.285, 0.361, 0.273, 0.251, 0.326, 0.225, 0.258, 0.318, -0.698, -0.310, 1.073, -0.706, -0.286, -0.720, -0.287, -0.625, 0.316, 0.270, 0.277, 0.248, 0.364, 0.261, 0.304, 0.279, 0.239],
  "fmax_ha_per_bohr": 0.074,
  "total_charge": 0,
  "homo_lumo_gap_ev": 10.27,
  "de_lowest_kj_mol": 703.6
}


# 2
{
  "formula": "C31H17ClN8O4Rb",
  "method": "wB97M-V/def2-TZVPD",
  "species": ["Rb", "Cl", "C", "C", "C", "C", "O", "C", "C", "N", "C", "C", "C", "C", "C", "C", "C", "C", "N", "C", "C", "H", "H", "H", "H", "H", "H", "H", "H", "H", "H", "O", "N", "O", "C", "C", "C", "C", "C", "C", "N", "C", "C", "N", "C", "C", "C", "C", "H", "H", "H", "H", "H", "H", "H", "O", "C", "N", "C", "N", "C", "N"],
  "positions_angstrom": [[-0.71, -0.80, -0.31], [5.36, -1.87, -5.56], [4.05, -1.90, -4.43], [4.46, -2.21, -3.10], [3.52, -2.39, -2.14], [2.10, -2.10, -2.35], [1.26, -2.22, -1.43], [1.72, -1.76, -3.75], [0.35, -1.41, -4.07], [-0.42, -0.64, -3.36], [-1.63, -0.24, -3.87], [-2.29, -0.86, -4.94], [-3.66, -0.69, -5.23], [-4.45, 0.20, -4.48], [-3.79, 1.02, -3.52], [-4.47, 2.09, -2.91], [-3.81, 2.91, -2.00], [-2.50, 2.57, -1.67], [-1.85, 1.53, -2.22], [-2.43, 0.75, -3.13], [2.71, -1.92, -4.77], [5.50, -2.41, -2.83], [3.82, -2.69, -1.10], [0.04, -1.69, -5.11], [-1.71, -1.50, -5.57], [-4.14, -1.20, -6.04], [-5.52, 0.20, -4.53], [-5.50, 2.18, -3.13], [-4.39, 3.67, -1.46], [-1.91, 3.14, -0.93], [2.46, -1.91, -5.82], [0.40, 1.73, 7.19], [1.33, 0.91, 6.99], [2.10, 0.48, 7.91], [1.62, 0.46, 5.67], [2.55, -0.59, 5.55], [2.54, -1.31, 4.37], [3.28, -2.49, 4.24], [3.31, -3.21, 3.06], [2.42, -2.82, 2.05], [1.70, -1.68, 2.11], [1.77, -0.92, 3.24], [0.91, 0.30, 3.33], [0.26, 0.75, 2.25], [-0.57, 1.81, 2.37], [-0.59, 2.60, 3.52], [0.20, 2.22, 4.61], [0.88, 1.03, 4.62], [3.27, -0.73, 6.34], [3.87, -2.79, 5.09], [4.04, -4.03, 2.92], [2.34, -3.36, 1.14], [-1.21, 1.98, 1.51], [-1.29, 3.43, 3.61], [0.34, 2.87, 5.44], [0.67, 4.12, 0.52], [1.66, 3.63, 0.14], [-3.25, -0.49, 0.51], [-3.82, 0.53, 0.77], [-4.64, 1.51, 1.02], [-4.24, 2.59, 1.57], [-4.04, 3.59, 2.16]],
  "nbo_charge": [0.945, -0.051, -0.149, -0.200, -0.304, 0.449, -0.758, -0.254, 0.185, -0.501, 0.169, -0.264, -0.201, -0.237, -0.007, -0.155, -0.258, 0.037, -0.433, 0.122, -0.166, 0.214, 0.198, 0.132, 0.201, 0.205, 0.205, 0.205, 0.233, 0.199, 0.210, -0.373, 0.494, -0.412, 0.019, -0.092, -0.141, -0.123, -0.260, 0.072, -0.385, 0.195, 0.186, -0.432, 0.065, -0.239, -0.141, -0.053, 0.252, 0.211, 0.228, 0.221, 0.216, 0.256, 0.236, -0.523, 0.529, -0.643, 0.499, -0.710, 0.446, -0.570],
  "fmax_ha_per_bohr": 0.103,
  "total_charge": -1,
  "homo_lumo_gap_ev": 4.50,
  "de_lowest_kj_mol": 13.7
}


# 3
{
  "formula": "C31H17N6O10Pd",
  "method": "wB97M-V/def2-TZVPD",
  "species": ["Pd", "O", "C", "O", "C", "C", "C", "N", "C", "C", "C", "C", "C", "C", "C", "N", "C", "C", "C", "C", "C", "N", "H", "H", "H", "H", "H", "H", "H", "H", "H", "H", "O", "C", "N", "C", "O", "C", "C", "C", "C", "C", "C", "H", "H", "H", "H", "O", "C", "O", "C", "C", "C", "C", "C", "C", "N", "O", "O", "N", "O", "O", "H", "H", "H"],
  "positions_angstrom": [[0.31, -0.08, -0.19], [-1.44, -1.21, 7.14], [-1.34, -0.06, 7.15], [-1.25, 1.08, 7.19], [-0.98, -0.06, 4.57], [-0.89, 1.15, 3.95], [-0.63, 1.10, 2.57], [-0.50, -0.07, 1.95], [-0.60, -1.24, 2.57], [-0.86, -1.27, 3.95], [-0.45, -2.44, 1.73], [-0.37, -3.73, 2.25], [-0.25, -4.80, 1.38], [-0.23, -4.56, 0.02], [-0.31, -3.25, -0.43], [-0.41, -2.22, 0.41], [-0.49, 2.29, 1.70], [-0.43, 3.59, 2.18], [-0.30, 4.64, 1.27], [-0.24, 4.35, -0.09], [-0.31, 3.02, -0.48], [-0.43, 2.03, 0.38], [-1.02, 2.07, 4.48], [-0.97, -2.20, 4.49], [-0.40, -3.90, 3.32], [-0.16, -5.81, 1.76], [-0.15, -5.37, -0.69], [-0.32, -3.01, -1.48], [-0.46, 3.79, 3.23], [-0.25, 5.66, 1.62], [-0.15, 5.14, -0.82], [-0.28, 2.74, -1.53], [3.12, -0.34, -3.21], [1.93, -0.31, -3.34], [1.00, -0.36, -2.32], [-0.25, -0.15, -2.78], [-1.19, -0.01, -1.98], [-0.22, -0.08, -4.25], [-1.22, 0.07, -5.19], [-0.82, 0.13, -6.53], [0.51, 0.04, -6.88], [1.52, -0.12, -5.93], [1.13, -0.17, -4.61], [-2.25, 0.13, -4.90], [-1.57, 0.26, -7.30], [0.78, 0.08, -7.93], [2.56, -0.20, -6.22], [2.27, -0.80, 0.72], [2.85, 0.17, 0.18], [2.21, 1.16, -0.24], [4.33, 0.17, 0.00], [5.15, -0.72, 0.70], [6.52, -0.67, 0.49], [7.09, 0.23, -0.40], [6.25, 1.08, -1.10], [4.88, 1.06, -0.91], [6.82, 2.03, -2.05], [8.00, 1.96, -2.27], [6.06, 2.84, -2.53], [7.39, -1.56, 1.25], [8.58, -1.49, 1.03], [6.86, -2.30, 2.04], [4.72, -1.43, 1.39], [8.16, 0.26, -0.54], [4.24, 1.71, -1.48]],
  "nbo_charge": [1.450, -0.507, 1.025, -0.507, 0.245, -0.314, 0.210, -0.451, 0.216, -0.313, 0.164, -0.200, -0.126, -0.222, 0.087, -0.461, 0.162, -0.201, -0.124, -0.220, 0.092, -0.413, 0.257, 0.257, 0.233, 0.242, 0.246, 0.222, 0.235, 0.243, 0.248, 0.226, -0.536, 0.664, -0.688, 0.632, -0.614, -0.096, -0.182, -0.190, -0.177, -0.157, -0.130, 0.233, 0.229, 0.229, 0.241, -0.639, 0.778, -0.591, -0.192, -0.107, 0.006, -0.124, -0.010, -0.036, 0.533, -0.349, -0.363, 0.534, -0.347, -0.367, 0.266, 0.288, 0.263],
  "fmax_ha_per_bohr": 0.038,
  "multiplicity": 5,
  "total_charge": 1,
  "homo_lumo_gap_ev": [8.14, 6.11],
  "de_lowest_kj_mol": 0.0,
  "s_squared": 6.020
}